Here is a molecular structure, C27H21N13OSW from the OMol25 dataset. Energies are from ωB97M-V/def2-TZVPD.

```
64
Properties=species:S:1:pos:R:3
W -0.38 0.05 0.95
O 3.10 0.04 3.32
C 1.98 -0.07 2.82
N 1.52 0.57 1.72
C 2.51 1.45 1.14
C 1.89 2.43 0.19
C 2.64 3.15 -0.73
C 2.00 4.12 -1.49
C 0.64 4.34 -1.31
C -0.04 3.55 -0.40
N 0.57 2.61 0.33
C 0.93 -0.90 3.49
C 1.23 -1.77 4.52
C 0.20 -2.46 5.12
C -1.11 -2.24 4.70
C -1.34 -1.38 3.64
N -0.33 -0.74 3.02
H 3.32 0.88 0.66
H 3.00 2.02 1.95
H 3.69 2.96 -0.84
H 2.55 4.69 -2.22
H 0.10 5.07 -1.88
H -1.10 3.65 -0.24
H 2.27 -1.88 4.81
H 0.40 -3.16 5.92
H -1.95 -2.74 5.15
H -2.34 -1.20 3.25
N -1.39 -3.48 0.71
C -2.36 -2.52 0.78
N -3.65 -2.81 0.88
N -4.25 -1.61 0.91
N -3.40 -0.66 0.84
N -2.15 -1.19 0.74
C -0.04 -3.22 0.78
N 0.88 -4.16 0.92
N 2.03 -3.47 0.94
N 1.82 -2.22 0.82
N 0.49 -1.99 0.70
H -1.67 -4.44 0.86
S -2.62 2.37 2.33
C -1.57 1.42 1.64
C -2.51 3.01 -3.39
C -1.28 2.54 -3.83
C -0.58 1.61 -3.10
C -1.09 1.12 -1.88
C -2.34 1.58 -1.46
C -3.03 2.52 -2.21
N -0.35 0.23 -1.10
C 0.39 -0.69 -1.87
C 1.78 -0.72 -1.81
C 2.49 -1.66 -2.54
C 1.82 -2.57 -3.35
C 0.43 -2.53 -3.41
C -0.28 -1.60 -2.68
H -3.05 3.74 -3.97
H -0.85 2.91 -4.76
H 0.38 1.26 -3.45
H -2.77 1.19 -0.54
H -3.99 2.85 -1.85
H 2.30 -0.03 -1.16
H 3.56 -1.70 -2.46
H 2.37 -3.31 -3.91
H -0.10 -3.24 -4.03
H -1.36 -1.58 -2.72
```

Output
E_LUMO (alpha / beta), eV: 2.1 / 1.8
ΔE to the lowest compared entry with this formula, charge and spin, kcal per mole: 0.0
Frontier orbital gap (alpha / beta), eV: 6.43 / 6.07
Total charge: -1
Spin multiplicity: 2

=====

Here is a molecular structure, C13H52O13 from the OMol25 dataset. Energies are from ωB97M-V/def2-TZVPD.

```
78
Properties=species:S:1:pos:R:3
C -2.18 -2.31 -1.32
O -2.12 -2.16 -2.73
H -1.20 -2.54 -0.88
H -2.59 -1.40 -0.87
H -2.79 -3.19 -1.13
H -1.44 -1.53 -2.97
C -0.20 -0.05 0.08
O 1.02 -0.66 0.18
H -1.10 -0.62 -0.18
H -0.45 0.35 1.06
H -0.21 0.84 -0.55
H 1.69 0.01 0.33
C -0.53 -2.02 2.09
O 0.79 -2.14 1.55
H -1.26 -2.51 1.45
H -0.60 -2.48 3.07
H -0.75 -0.95 2.11
H 0.84 -1.53 0.80
C -0.30 1.06 3.85
O 1.01 0.87 4.32
H -0.67 2.08 3.80
H -0.23 0.68 2.83
H -0.96 0.34 4.33
H 1.05 1.05 5.26
C -1.53 2.19 1.51
O -2.46 1.60 2.40
H -1.56 1.56 0.62
H -1.86 3.18 1.21
H -0.55 2.34 1.95
H -2.89 2.32 2.87
C -3.16 1.40 -0.63
O -3.94 0.27 -0.85
H -2.16 1.06 -0.88
H -3.35 2.24 -1.29
H -3.23 1.71 0.42
H -4.79 0.38 -0.42
C -0.99 0.27 -2.86
O -0.55 -1.11 -2.96
H -0.85 0.66 -1.85
H -0.62 0.84 -3.70
H -2.06 0.36 -3.09
H 0.31 -1.05 -3.38
C 2.49 0.10 1.98
O 2.77 0.84 0.79
H 3.31 -0.25 2.61
H 1.90 0.79 2.59
H 1.84 -0.76 1.82
H 3.24 1.63 1.08
C 1.19 -2.41 -1.48
O 1.40 -3.69 -2.08
H 0.92 -1.72 -2.28
H 0.35 -2.49 -0.78
H 2.11 -2.10 -0.97
H 1.82 -3.47 -2.91
C -0.52 2.94 -2.00
O 0.22 2.50 -3.09
H -0.55 4.03 -2.02
H -1.54 2.58 -2.14
H -0.06 2.62 -1.07
H 1.15 2.71 -2.95
C 3.81 -1.24 0.04
O 4.38 -1.52 -1.23
H 4.05 -2.06 0.72
H 4.19 -0.34 0.50
H 2.72 -1.18 -0.01
H 4.17 -0.76 -1.78
C -3.09 -0.69 1.58
O -2.82 -0.36 2.90
H -2.37 -0.49 0.79
H -3.15 -1.78 1.62
H -4.11 -0.37 1.37
H -2.67 0.59 2.96
C 3.49 0.89 -1.73
O 4.23 0.08 -2.60
H 2.76 1.50 -2.25
H 2.95 0.29 -0.99
H 4.23 1.54 -1.26
H 4.63 0.65 -3.26
```

Output
E_LUMO, eV: -0.3
ΔE to the lowest compared entry with this formula, charge and spin, kcal per mole: 455.6
Frontier orbital gap, eV: 7.61
Total charge: 0

=====

Here is a molecular structure, C29H28AsNO6PS3W from the OMol25 dataset. Energies are from ωB97M-V/def2-TZVPD.

```
70
Properties=species:S:1:pos:R:3
W 0.15 0.33 -0.12
S 0.88 2.41 -0.90
C -0.21 3.80 -0.61
C 0.24 5.09 -0.83
C -0.63 6.15 -0.63
C -1.94 5.94 -0.22
C -2.40 4.65 0.00
C -1.52 3.60 -0.19
As -1.93 1.77 0.01
C -1.28 1.11 1.72
C -1.85 -0.07 2.25
C -1.48 -0.49 3.51
C -0.56 0.24 4.25
C -0.01 1.42 3.75
C -0.37 1.87 2.49
C -3.81 1.41 -0.16
C -4.62 1.43 0.97
C -5.99 1.27 0.83
C -6.54 1.09 -0.44
C -5.73 1.07 -1.56
C -4.36 1.23 -1.43
H 1.26 5.27 -1.16
H -0.28 7.16 -0.81
H -2.61 6.78 -0.07
H -3.43 4.48 0.31
H -2.56 -0.64 1.66
H -1.91 -1.40 3.92
H -0.28 -0.09 5.24
H 0.70 1.98 4.34
H 0.04 2.79 2.10
H -4.20 1.57 1.96
H -6.63 1.29 1.70
H -7.61 0.97 -0.54
H -6.16 0.93 -2.54
H -3.73 1.23 -2.32
C -0.31 -5.70 0.49
C -1.03 -5.24 -0.75
O -1.40 -3.81 -0.63
P -0.46 -2.60 -0.84
S -1.51 -0.93 -1.37
S 0.41 -1.96 0.86
O 0.61 -2.99 -1.91
C 0.79 -2.51 -3.28
C -0.14 -3.23 -4.22
H -0.11 -6.77 0.40
H -0.92 -5.55 1.38
H 0.65 -5.20 0.62
H -1.98 -5.73 -0.89
H -0.43 -5.34 -1.65
H 1.84 -2.71 -3.49
H 0.63 -1.43 -3.28
H 0.08 -4.29 -4.26
H -0.03 -2.82 -5.23
H -1.19 -3.09 -3.92
O 1.96 -0.13 -1.01
C 2.60 0.06 0.11
O 1.85 0.40 1.09
C 4.03 -0.15 0.23
C 4.62 -0.08 1.49
C 5.99 -0.29 1.61
C 6.71 -0.55 0.46
C 6.14 -0.62 -0.80
C 4.78 -0.42 -0.92
N 8.17 -0.78 0.58
O 8.77 -1.04 -0.44
O 8.64 -0.75 1.70
H 4.02 0.13 2.36
H 6.49 -0.25 2.56
H 6.77 -0.83 -1.66
H 4.30 -0.46 -1.88
```

Output
E_LUMO (alpha / beta), eV: -7.9 / -7.5
ΔE to the lowest compared entry with this formula, charge and spin, kcal per mole: 0.0
Frontier orbital gap (alpha / beta), eV: 6.26 / 6.93
Total charge: +2
Spin multiplicity: 2

=====

Here is 2 unconnected molecules or ions with the total composition C3H9NO2 from the OMol25 dataset. Energies are from ωB97M-V/def2-TZVPD.

```
15
Properties=species:S:1:pos:R:3
C 1.28 1.55 -0.69
C -0.28 1.32 -0.83
C -0.57 -0.26 -1.05
N -1.93 -0.55 -1.49
O 0.32 -1.06 -0.96
H 1.69 1.46 -1.67
H 1.63 0.73 -0.11
H 1.59 2.49 -0.18
H -0.79 1.47 0.13
H -0.76 1.77 -1.60
H -2.71 0.02 -1.12
H -1.94 -1.50 -1.37
O 0.59 -2.66 4.00
H 0.40 -2.61 2.99
H 1.49 -2.16 3.97
```

Output
E_LUMO, eV: 0.6
ΔE to the lowest compared entry with this formula, charge and spin, kcal per mole: 31.5
Frontier orbital gap, eV: 10.58
Total charge: 0
SMILES: CCC(N)=O.O

=====

Here is C18H21N3S2 in the gas phase from the OMol25 dataset. Energies are from ωB97M-V/def2-TZVPD.

```
44
Properties=species:S:1:pos:R:3
C -2.29 -1.18 0.40
S -0.48 -1.23 0.59
C -0.10 0.50 0.65
N -0.54 1.36 1.55
C -1.20 1.07 2.75
C -0.87 -0.02 3.60
C -1.51 -0.11 4.86
C -2.46 0.86 5.21
C -2.81 1.88 4.40
C -2.19 2.01 3.14
N 0.56 1.10 -0.37
C 1.79 0.77 -0.61
S 2.42 1.30 -2.16
C 0.95 1.49 -3.23
C 0.31 0.14 -3.59
C 0.78 -0.63 -4.68
C 0.16 -1.83 -4.97
C -0.92 -2.31 -4.23
C -1.38 -1.59 -3.17
C -0.82 -0.33 -2.89
N 2.66 0.05 0.27
C 2.77 0.52 1.69
C 3.82 -0.68 -0.30
H -2.61 -2.01 -0.18
H -2.60 -0.27 -0.06
H -2.74 -1.29 1.39
H -0.07 -0.74 3.37
H -1.27 -0.94 5.52
H -2.98 0.76 6.16
H -3.52 2.63 4.66
H -2.34 2.84 2.48
H 0.21 2.10 -2.69
H 1.24 2.06 -4.10
H 1.65 -0.31 -5.24
H 0.52 -2.48 -5.79
H -1.42 -3.21 -4.54
H -2.23 -1.89 -2.55
H -1.29 0.28 -2.14
H 2.35 1.55 1.74
H 2.29 -0.13 2.40
H 3.86 0.65 1.91
H 4.68 -0.06 -0.44
H 3.53 -1.19 -1.23
H 4.09 -1.48 0.43
```

Output
E_LUMO, eV: 0.5
ΔE to the lowest compared entry with this formula, charge and spin, kcal per mole: 4.8
Frontier orbital gap, eV: 8.38
Total charge: 0
SMILES: CSC(=N\c1ccccc1)/N=C(/SCc1ccccc1)N(C)C

=====

Here is a gas-phase ion, C4H9N4 (charge +1) from the OMol25 dataset. Energies are from ωB97M-V/def2-TZVPD.

```
17
Properties=species:S:1:pos:R:3
C 1.83 -1.39 -1.21
N 0.80 -0.98 -0.32
C 0.27 -1.58 0.78
N -0.80 -0.97 1.19
C -1.02 0.10 0.41
C -1.90 1.15 1.06
N -1.08 -0.03 -1.09
N 0.18 0.20 -0.55
H 2.68 -1.89 -0.57
H 1.42 -2.07 -1.97
H 2.35 -0.50 -1.74
H 0.82 -2.42 1.19
H -1.55 1.10 2.11
H -1.84 2.17 0.60
H -2.88 0.86 0.98
H -1.46 0.87 -1.48
H -1.20 -0.92 -1.56
```

Output
E_LUMO, eV: -3.5
ΔE to the lowest compared entry with this formula, charge and spin, kcal per mole: 93.8
Frontier orbital gap, eV: 10.41
Total charge: +1
SMILES: CN1C=N[C@]2(C)[NH2+]N12